# 1
Density functional theory data (the ωB97M-V functional and the def2-TZVPD basis) for a molecular structure, C51H53FN6O3SeSn.

Results
Relative energy (zero: lowest compared OMol25 entry of this formula, charge and spin) (kcal per mole): 29.2
Total energy (Ha): -5245.0950
Lowest unoccupied orbital energy (eV): -2.17
Frontier orbital gap (eV): 5.1

```
! wB97M-V def2-TZVPD RIJCOSX def2/J DEFGRID3
* xyz 0 1
Sn 0.0518 -0.0782 -0.5529
O 0.9913 -1.9178 -0.7484
C 1.4859 -2.8274 0.1800
C 1.5884 -2.1483 1.5786
C 0.2289 -1.8956 2.1528
C -0.1870 -2.5366 3.3112
C -1.4727 -2.3313 3.7728
C -2.3269 -1.5300 3.0380
C -1.8712 -0.9334 1.8715
C -2.7705 -0.0843 1.0234
C -3.0181 -0.5966 -0.4266
O -1.8082 -0.8134 -1.0723
C -3.8110 0.5288 -1.1147
C -5.1829 0.6695 -0.9233
C -5.8752 1.7310 -1.4875
C -5.2041 2.6686 -2.2600
C -3.8395 2.5280 -2.4635
C -3.1472 1.4670 -1.8963
C -3.8338 -1.8898 -0.4953
C -4.5573 -2.4193 0.5631
C -5.3165 -3.5753 0.4038
C -5.3656 -4.2119 -0.8233
C -4.6427 -3.6899 -1.8917
C -3.8848 -2.5450 -1.7263
N -0.5944 -1.0778 1.4796
C 0.5581 -4.0310 0.3434
C 0.9566 -5.1227 1.1140
C 0.0846 -6.1697 1.3641
C -1.2065 -6.1342 0.8502
C -1.6074 -5.0522 0.0822
C -0.7283 -4.0063 -0.1752
C 2.8748 -3.2301 -0.3277
C 3.0265 -4.3148 -1.1869
C 4.2548 -4.6012 -1.7671
C 5.3599 -3.8087 -1.4931
C 5.2215 -2.7216 -0.6404
C 3.9887 -2.4307 -0.0718
H 2.1149 -1.2004 1.4590
H 2.1596 -2.7740 2.2659
H 0.4997 -3.1964 3.8228
H -1.8125 -2.8068 4.6840
H -3.3474 -1.3636 3.3544
H -2.2861 0.8890 0.9242
H -3.7169 0.0855 1.5394
H -5.7206 -0.0635 -0.3332
H -6.9429 1.8195 -1.3301
H -5.7435 3.4927 -2.7094
H -3.3091 3.2448 -3.0799
H -2.0878 1.3542 -2.0878
H -4.5506 -1.9336 1.5284
H -5.8706 -3.9724 1.2453
H -5.9575 -5.1093 -0.9512
H -4.6715 -4.1815 -2.8562
H -3.3122 -2.1393 -2.5503
H 1.9635 -5.1556 1.5176
H 0.4108 -7.0132 1.9603
H -1.8939 -6.9472 1.0487
H -2.6134 -5.0091 -0.3171
H -1.0472 -3.1534 -0.7618
H 2.1707 -4.9393 -1.4111
H 4.3476 -5.4508 -2.4322
H 6.3210 -4.0385 -1.9358
H 6.0725 -2.0908 -0.4111
H 3.9040 -1.5579 0.5622
Se 5.2330 1.9880 -0.5276
C 3.7423 1.2645 0.2084
N 2.7777 0.7987 0.6589
C 0.2246 5.6889 -1.7512
N 0.6294 4.3143 -1.9710
C 1.6169 3.6905 -1.0936
C -0.0321 3.5446 -2.8473
O 0.1722 2.3504 -3.0061
H 1.0829 6.2668 -1.4125
H -0.5658 5.7726 -1.0012
H -0.1311 6.1269 -2.6834
H 2.2172 4.4710 -0.6299
H 2.2758 3.0439 -1.6713
H 1.1410 3.0827 -0.3202
H -0.7850 4.0977 -3.4335
F 6.2329 2.4199 -5.2183
C 5.2750 1.7736 -4.5574
C 5.6450 0.7547 -3.7046
C 4.6444 0.1116 -3.0074
C 3.2782 0.4122 -3.2863
C 2.2984 -0.4463 -2.8694
C 2.9581 1.5164 -4.1385
C 3.9545 2.2000 -4.7665
H 6.6901 0.5288 -3.5543
H 4.8715 -0.6993 -2.3272
H 2.4920 -1.3241 -2.2636
H 1.2802 -0.3056 -3.2132
H 1.9145 1.7730 -4.2664
H 3.7712 3.0334 -5.4291
C 1.8662 2.9824 4.6572
C 1.7687 1.5605 4.1388
N 0.9569 1.5133 2.9407
C 0.0416 2.4613 2.5722
N -0.5276 2.3172 1.4189
C -1.4932 3.3104 0.9931
C -1.2634 4.6722 1.6309
C -1.1985 4.4822 3.1360
N -0.1821 3.4946 3.4492
C 0.4631 3.5521 4.7480
H 2.4512 3.5890 3.9618
H 2.3551 3.0090 5.6315
H 1.3402 0.9173 4.9174
H 2.7554 1.1649 3.8947
H 1.3488 1.0266 2.1431
H -2.5156 2.9876 1.2394
H -1.4671 3.3774 -0.0998
H -2.0644 5.3665 1.3680
H -0.3151 5.0972 1.2906
H -2.1815 4.1876 3.5262
H -0.9179 5.4121 3.6354
H -0.1198 3.0117 5.5067
H 0.4935 4.5997 5.0543
*
```

Löwdin atomic charge list, values in e, 99 entries: atom 1 (Sn): 1.338, atom 2 (O): -0.372, atom 3 (C): -0.468, atom 4 (C): -0.066, atom 5 (C): -0.245, atom 6 (C): -0.002, atom 7 (C): -0.031, atom 8 (C): -0.014, atom 9 (C): -0.226, atom 10 (C): -0.065, atom 11 (C): -0.476, atom 12 (O): -0.365, atom 13 (C): -0.139, atom 14 (C): -0.023, atom 15 (C): -0.083, atom 16 (C): -0.099, atom 17 (C): -0.080, atom 18 (C): -0.028, atom 19 (C): -0.150, atom 20 (C): -0.037, atom 21 (C): -0.083, atom 22 (C): -0.106, atom 23 (C): -0.082, atom 24 (C): -0.020, atom 25 (N): 0.085, atom 26 (C): -0.171, atom 27 (C): -0.048, atom 28 (C): -0.085, atom 29 (C): -0.091, atom 30 (C): -0.056, atom 31 (C): 0.000, atom 32 (C): -0.143, atom 33 (C): -0.021, atom 34 (C): -0.078, atom 35 (C): -0.099, atom 36 (C): -0.098, atom 37 (C): -0.035, atom 38 (H): 0.067, atom 39 (H): 0.130, atom 40 (H): 0.118, atom 41 (H): 0.112, atom 42 (H): 0.111, atom 43 (H): 0.077, atom 44 (H): 0.127, atom 45 (H): 0.115, atom 46 (H): 0.100, atom 47 (H): 0.097, atom 48 (H): 0.092, atom 49 (H): 0.073, atom 50 (H): 0.091, atom 51 (H): 0.100, atom 52 (H): 0.099, atom 53 (H): 0.103, atom 54 (H): 0.125, atom 55 (H): 0.121, atom 56 (H): 0.098, atom 57 (H): 0.097, atom 58 (H): 0.088, atom 59 (H): 0.097, atom 60 (H): 0.121, atom 61 (H): 0.101, atom 62 (H): 0.098, atom 63 (H): 0.105, atom 64 (H): 0.091, atom 65 (Se): 0.524, atom 66 (C): -0.899, atom 67 (N): 0.014, atom 68 (C): -0.050, atom 69 (N): -0.169, atom 70 (C): -0.035, atom 71 (C): -0.344, atom 72 (O): -0.061, atom 73 (H): 0.089, atom 74 (H): 0.073, atom 75 (H): 0.086, atom 76 (H): 0.092, atom 77 (H): 0.061, atom 78 (H): 0.055, atom 79 (H): 0.137, atom 80 (F): 0.108, atom 81 (C): -0.238, atom 82 (C): -0.026, atom 83 (C): -0.032, atom 84 (C): -0.260, atom 85 (C): 0.201, atom 86 (C): 0.018, atom 87 (C): 0.031, atom 88 (H): 0.133, atom 89 (H): 0.100, atom 90 (H): 0.074, atom 91 (H): 0.077, atom 92 (H): 0.105, atom 93 (H): 0.128, atom 94 (C): -0.161, atom 95 (C): -0.189, atom 96 (N): 0.072, atom 97 (C): -0.376, atom 98 (N): 0.023, atom 99 (C): -0.244

***

# 2
Density functional theory data (the ωB97M-V functional and the def2-TZVPD basis) for a molecular structure, C51H53MnN7O4.

Results
Total energy (Ha): -3810.3826
Lowest unoccupied orbital energy (alpha / beta) (eV): -1.48 / -1.38
Frontier orbital gap (alpha / beta) (eV): 6.1 / 6.3

```
! wB97M-V def2-TZVPD RIJCOSX def2/J DEFGRID3
* xyz 0 2
Mn 0.4313 -0.4599 -0.3449
C -1.4514 -3.8941 -3.7460
C -2.4923 -1.4711 -3.1834
C -3.8667 -2.0515 -3.5349
C -2.2070 -0.1359 -3.8468
C -2.6417 -0.0087 -5.1626
C -2.4061 1.1328 -5.8954
C -1.7090 2.1608 -5.2943
C -1.2292 2.0677 -3.9948
C -0.4397 3.2675 -3.5028
C 0.7841 3.4902 -4.3998
C -1.3116 4.5272 -3.4584
C -1.4677 0.8945 -3.2283
N -1.0104 0.8272 -1.8734
C -1.5177 1.8136 -1.1138
O -2.4988 2.5209 -1.3520
C -0.7571 2.0879 0.1611
C -1.0081 3.2488 0.8760
C -0.3007 3.4892 2.0437
C 0.6096 2.5371 2.4834
C 0.8000 1.4019 1.7199
N 0.1608 1.2081 0.5617
C 1.7168 0.2938 2.1680
O 2.2042 0.3426 3.2950
N 1.8823 -0.6749 1.2483
C 3.0804 -1.4551 1.3793
C 4.3350 -0.8590 1.0654
C 5.4992 -1.6130 1.1578
C 5.4779 -2.9358 1.5490
C 4.2680 -3.5059 1.8831
C 3.0735 -2.7943 1.8281
C 1.8486 -3.5470 2.3164
C 0.9485 -3.9172 1.1400
C 1.1037 -2.7985 3.4206
C 4.5100 0.5938 0.6526
C 5.0965 1.4138 1.8134
C 5.4255 0.7331 -0.5694
H -1.6423 -5.6235 -2.5103
H -0.4482 -4.2891 -3.9261
H -2.0287 -4.1088 -4.6458
H -2.4680 -1.3199 -2.1057
H -3.8564 -2.6103 -4.4715
H -4.5920 -1.2442 -3.6272
H -4.2082 -2.7203 -2.7433
H -3.1876 -0.8252 -5.6195
H -2.7561 1.2151 -6.9163
H -1.5336 3.0681 -5.8584
H -0.0930 3.0761 -2.4917
H 0.4822 3.6821 -5.4294
H 1.4303 2.6114 -4.3949
H 1.3580 4.3540 -4.0561
H -1.6817 4.7850 -4.4519
H -0.7312 5.3725 -3.0811
H -2.1661 4.3652 -2.8029
H -1.7619 3.9205 0.4916
H -0.4705 4.3916 2.6161
H 1.1560 2.6204 3.4123
H 6.4487 -1.1488 0.9234
H 6.3948 -3.5077 1.6138
H 4.2429 -4.5356 2.2216
H 2.2134 -4.4772 2.7600
H 0.7333 -3.0258 0.5580
H 0.0116 -4.3637 1.4869
H 1.4513 -4.6339 0.4875
H 0.6712 -1.8764 3.0460
H 1.7903 -2.5376 4.2262
H 0.3010 -3.4207 3.8267
H 3.5294 0.9917 0.3900
H 6.0936 1.0452 2.0645
H 4.4780 1.3313 2.7008
H 5.1768 2.4686 1.5364
H 6.4659 0.5422 -0.3042
H 5.3710 1.7490 -0.9663
H 5.1356 0.0389 -1.3585
O -3.4786 -6.8715 0.2897
N -3.6152 -5.9773 -0.5218
O -4.3258 -6.0484 -1.5053
C -2.9154 -4.7182 -0.2286
C -3.0844 -4.2985 1.0558
C -2.5208 -3.0856 1.4662
C -2.7535 -2.5636 2.7508
C -2.2022 -1.3561 3.0609
C -1.4003 -0.7182 2.1149
N -1.1051 -1.2011 0.9184
C -1.6859 -2.3851 0.5700
C -1.4202 -2.9107 -0.7331
N -0.3297 -2.2871 -1.3705
C -0.2082 -2.1402 -2.6297
C -1.2916 -2.3738 -3.6090
C -2.0988 -4.6302 -2.5759
C -2.1179 -4.0288 -1.1871
H -3.6854 -4.8780 1.7425
H -3.3676 -3.1164 3.4497
H -2.3544 -0.8835 4.0203
H -0.9788 0.2356 2.3873
H 0.7621 -1.7988 -2.9792
H -0.9535 -2.0252 -4.5849
H -3.1386 -4.8051 -2.8261
C 3.3720 -2.5152 -2.2819
C 3.5713 -1.0914 -2.7179
C 4.5290 -0.7558 -3.6529
C 4.7503 0.5692 -4.0172
C 4.0658 1.5928 -3.3702
C 3.1188 1.3190 -2.4062
C 2.4791 2.4029 -1.6005
C 2.7798 -0.0499 -2.1326
N 1.7544 -0.3460 -1.3533
H 4.3108 -3.0637 -2.3546
H 2.6384 -3.0303 -2.9086
H 3.0172 -2.5494 -1.2532
H 5.1224 -1.5418 -4.1055
H 5.4857 0.8073 -4.7744
H 4.2948 2.6245 -3.6118
H 2.5472 3.3665 -2.0989
H 2.9762 2.4932 -0.6318
H 1.4386 2.1553 -1.4076
*
```

Löwdin atomic charge list, values in e, 99 entries: atom 1 (Mn): 0.692, atom 2 (C): -0.120, atom 3 (C): -0.252, atom 4 (C): -0.034, atom 5 (C): -0.136, atom 6 (C): -0.058, atom 7 (C): -0.072, atom 8 (C): -0.047, atom 9 (C): -0.120, atom 10 (C): -0.367, atom 11 (C): -0.061, atom 12 (C): -0.054, atom 13 (C): -0.129, atom 14 (N): 0.105, atom 15 (C): -0.510, atom 16 (O): 0.033, atom 17 (C): -0.160, atom 18 (C): 0.028, atom 19 (C): -0.015, atom 20 (C): 0.019, atom 21 (C): -0.192, atom 22 (N): 0.034, atom 23 (C): -0.514, atom 24 (O): 0.047, atom 25 (N): 0.065, atom 26 (C): -0.135, atom 27 (C): -0.117, atom 28 (C): -0.044, atom 29 (C): -0.076, atom 30 (C): -0.046, atom 31 (C): -0.136, atom 32 (C): -0.350, atom 33 (C): -0.046, atom 34 (C): -0.046, atom 35 (C): -0.356, atom 36 (C): -0.043, atom 37 (C): -0.058, atom 38 (H): 0.136, atom 39 (H): 0.119, atom 40 (H): 0.118, atom 41 (H): 0.120, atom 42 (H): 0.080, atom 43 (H): 0.093, atom 44 (H): 0.077, atom 45 (H): 0.108, atom 46 (H): 0.102, atom 47 (H): 0.106, atom 48 (H): 0.094, atom 49 (H): 0.073, atom 50 (H): 0.071, atom 51 (H): 0.077, atom 52 (H): 0.074, atom 53 (H): 0.079, atom 54 (H): 0.070, atom 55 (H): 0.124, atom 56 (H): 0.114, atom 57 (H): 0.125, atom 58 (H): 0.107, atom 59 (H): 0.101, atom 60 (H): 0.109, atom 61 (H): 0.123, atom 62 (H): 0.034, atom 63 (H): 0.082, atom 64 (H): 0.092, atom 65 (H): 0.040, atom 66 (H): 0.091, atom 67 (H): 0.079, atom 68 (H): 0.089, atom 69 (H): 0.080, atom 70 (H): 0.068, atom 71 (H): 0.080, atom 72 (H): 0.080, atom 73 (H): 0.084, atom 74 (H): 0.059, atom 75 (O): 0.099, atom 76 (N): -0.345, atom 77 (O): 0.092, atom 78 (C): -0.079, atom 79 (C): 0.059, atom 80 (C): -0.139, atom 81 (C): 0.022, atom 82 (C): -0.016, atom 83 (C): -0.076, atom 84 (N): 0.098, atom 85 (C): -0.143, atom 86 (C): -0.142, atom 87 (N): 0.074, atom 88 (C): -0.064, atom 89 (C): -0.221, atom 90 (C): -0.108, atom 91 (C): -0.036, atom 92 (H): 0.138, atom 93 (H): 0.129, atom 94 (H): 0.121, atom 95 (H): 0.112, atom 96 (H): 0.115, atom 97 (H): 0.147, atom 98 (H): 0.096, atom 99 (C): -0.020